Entry 1:
Here is a molecular structure, C30H53BN6O4S3V in a non-equilibrium geometry from OMol25. Energies are from ωB97M-V/def2-TZVPD.

## Properties
* LUMO (alpha / beta): 0.57 / 0.57 eV
* ⟨S²⟩: 0.7709
* highest occupied orbital energy (alpha / beta): -6.00 / -5.38 eV
* Kohn-Sham gap (alpha / beta): 6.569 / 5.952 eV
* relative energy (zero: lowest compared OMol25 entry of this formula, charge and spin): 0.184 eV
* total charge: 0
* 2S+1: 2

Positions of all 98 atoms, in Å:
1 V 0.4434 0.6061 -0.0721
2 C 2.7313 -0.4794 2.4556
3 C 3.2106 0.9565 2.3538
4 O 4.0007 1.0978 1.1920
5 C 3.7418 2.2297 0.3904
6 C 3.8092 1.7895 -1.0535
7 O 2.7149 0.9265 -1.2935
8 C 2.8515 0.1357 -2.4502
9 C 1.5570 -0.6520 -2.6216
10 O 0.9907 -1.0172 -1.3760
11 C 1.5984 -2.0958 -0.6669
12 C 2.6093 -1.6509 0.3737
13 O 1.9279 -0.8681 1.3493
14 H 2.1114 -0.5778 3.3499
15 H 3.5948 -1.1453 2.5403
16 H 3.7946 1.2052 3.2486
17 H 2.3403 1.6132 2.3119
18 H 4.4878 3.0103 0.5771
19 H 2.7406 2.6292 0.5852
20 H 4.7517 1.2528 -1.2177
21 H 3.7706 2.6559 -1.7237
22 H 3.7131 -0.5391 -2.3458
23 H 3.0203 0.7644 -3.3317
24 H 1.7356 -1.5428 -3.2303
25 H 0.7910 -0.0462 -3.1050
26 H 2.0650 -2.7986 -1.3635
27 H 0.7881 -2.5917 -0.1325
28 H 3.4277 -1.0756 -0.0677
29 H 3.0268 -2.5511 0.8410
30 C -2.7871 4.1514 -3.4311
31 C -3.2802 2.7191 -3.6820
32 C -2.3811 2.0940 -4.7429
33 C -4.7221 2.7322 -4.1998
34 N -3.2810 2.0133 -2.3714
35 C -3.8711 2.6435 -1.2802
36 C -3.6598 1.8871 -0.1963
37 N -2.9581 0.7646 -0.5857
38 B -2.2499 -0.2064 0.3730
39 N -2.4317 0.2816 1.8202
40 C -3.4673 -0.0999 2.6414
41 C -3.2750 0.4609 3.8464
42 N -2.0914 1.1830 3.7878
43 C -1.5908 1.0723 2.5170
44 S -0.2274 1.8588 1.8566
45 C -1.5619 1.9852 4.9210
46 C -2.4199 1.7203 6.1567
47 C -0.1216 1.5764 5.2529
48 C -1.6571 3.4739 4.5679
49 N -2.8212 -1.6240 0.2609
50 C -3.8438 -2.0097 -0.5806
51 C -3.8938 -3.3473 -0.5882
52 N -2.9145 -3.8246 0.2825
53 C -2.2446 -2.7358 0.7975
54 S -1.0259 -2.6524 1.9537
55 C -2.5240 -5.2583 0.2924
56 C -3.6971 -6.0836 -0.2410
57 C -1.3139 -5.4217 -0.6379
58 C -2.2049 -5.7881 1.6906
59 C -2.7326 0.8275 -1.9377
60 S -2.0180 -0.4262 -2.7954
61 H -2.5874 4.6400 -4.3846
62 H -1.8648 4.1349 -2.8483
63 H -3.5258 4.7496 -2.8963
64 H -2.3784 2.7527 -5.6140
65 H -2.7357 1.1132 -5.0397
66 H -1.3610 1.9862 -4.3811
67 H -4.7865 3.3311 -5.1092
68 H -5.4033 3.1549 -3.4598
69 H -5.0439 1.7150 -4.4275
70 H -4.3831 3.5837 -1.3644
71 H -3.9571 2.0575 0.8237
72 H -1.0525 -0.2191 0.1001
73 H -4.2526 -0.7490 2.2949
74 H -3.8662 0.3734 4.7372
75 H -2.4182 0.6629 6.4265
76 H -3.4483 2.0542 6.0123
77 H -2.0017 2.2848 6.9883
78 H -0.0568 0.4928 5.3715
79 H 0.1867 2.0507 6.1854
80 H 0.5547 1.8798 4.4615
81 H -2.6999 3.7549 4.4085
82 H -1.0915 3.6927 3.6649
83 H -1.2548 4.0695 5.3888
84 H -4.4515 -1.2937 -1.1037
85 H -4.5492 -3.9954 -1.1368
86 H -3.8670 -5.9202 -1.3059
87 H -4.6131 -5.8576 0.3069
88 H -3.4696 -7.1396 -0.1031
89 H -1.4707 -4.8595 -1.5602
90 H -1.1600 -6.4735 -0.8842
91 H -0.4151 -5.0432 -0.1491
92 H -3.0711 -5.6869 2.3472
93 H -1.3763 -5.2565 2.1381
94 H -1.9476 -6.8461 1.6088
95 C 0.0537 2.3146 -1.2098
96 H 0.8903 3.0178 -1.0961
97 H -0.8518 2.8471 -0.8970
98 H -0.0359 2.1006 -2.2863

***

Entry 2:
Here is a molecular structure, C30H53BN8PdSi4Te in a non-equilibrium geometry from OMol25. Energies are from ωB97M-V/def2-TZVPD.

## Properties
* LUMO (alpha / beta): 4.40 / 4.40 eV
* highest occupied orbital energy (alpha / beta): 0.60 / 0.60 eV
* Kohn-Sham gap (alpha / beta): 3.805 / 3.807 eV
* total charge: -2

Positions of all 98 atoms, in Å:
1 Pd 1.0184 0.7983 -0.5710
2 C 2.3647 2.7898 -3.3419
3 C 2.5806 3.4863 -2.0438
4 C 3.1832 4.7202 -1.7607
5 C 3.0942 4.8491 -0.3869
6 C 3.5796 5.9805 0.4573
7 N 2.4740 3.7473 0.0855
8 N 2.1694 2.9332 -0.9220
9 B 2.1775 3.3384 1.5423
10 N 2.9688 2.0328 1.7959
11 N 3.3363 1.2633 0.7617
12 C 4.3534 0.5130 1.1565
13 C 5.1520 -0.3425 0.2288
14 C 4.6234 0.7631 2.5097
15 C 3.7211 1.7391 2.8804
16 C 3.5846 2.3842 4.2167
17 N 0.6595 3.1516 1.6665
18 N 0.0116 2.6941 0.6022
19 C -1.2837 2.7175 0.8509
20 C -2.1954 2.2529 -0.2267
21 C -1.4940 3.2090 2.1458
22 C -0.2259 3.4733 2.6382
23 C 0.1476 3.9572 4.0003
24 H 1.4729 3.1717 -3.8421
25 H 2.2109 1.7351 -3.1154
26 H 3.2195 2.8996 -4.0097
27 H 3.6177 5.4140 -2.4574
28 H 4.0231 6.7378 -0.1885
29 H 4.3340 5.6405 1.1666
30 H 2.7631 6.4312 1.0230
31 H 2.5596 4.1826 2.2968
32 H 4.8221 -0.1585 -0.7905
33 H 5.0402 -1.4020 0.4637
34 H 6.2122 -0.0838 0.3035
35 H 5.3715 0.3022 3.1268
36 H 4.4686 2.1598 4.8128
37 H 2.7059 2.0180 4.7505
38 H 3.4855 3.4625 4.1113
39 H -1.5514 1.7180 -0.9385
40 H -2.6657 3.0949 -0.7425
41 H -2.9648 1.5815 0.1466
42 H -2.4331 3.3438 2.6470
43 H -0.7227 4.3959 4.4901
44 H 0.9432 4.6999 3.9576
45 H 0.5098 3.1271 4.6101
46 N 4.1002 -4.4644 0.0349
47 C 3.4461 -3.7684 -0.6240
48 C 2.7271 -2.9206 -1.4552
49 C 2.1856 -3.3718 -2.7000
50 C 1.7022 -2.4238 -3.5617
51 C 1.8073 -1.0722 -3.2283
52 N 2.1336 -0.6559 -1.9886
53 C 2.5460 -1.5696 -1.1277
54 H 2.1734 -4.4250 -2.9429
55 H 1.2933 -2.7072 -4.5264
56 H 1.5940 -0.3112 -3.9670
57 H 2.7486 -1.2184 -0.1218
58 C -4.1144 0.5061 -2.2498
59 Si -2.8718 -0.9677 -2.0924
60 C -1.3023 -0.4855 -3.0548
61 C -3.8556 -2.3219 -3.0554
62 Si -2.0785 -1.7851 -0.0024
63 Te -0.1006 -0.8059 1.0941
64 Si -1.7499 -4.1208 -0.3765
65 C -0.4048 -4.7691 0.8147
66 C -3.3059 -5.1791 0.0251
67 C -1.1714 -4.7739 -2.0911
68 Si -3.8795 -1.6381 1.5203
69 C -4.3538 0.1012 2.1838
70 C -5.5574 -2.3396 0.8957
71 C -3.4700 -2.6569 3.0902
72 H -4.7477 0.4116 -3.1310
73 H -3.5990 1.4566 -2.3156
74 H -4.7697 0.5541 -1.3842
75 H -1.4588 0.1564 -3.9193
76 H -0.7942 -1.3806 -3.4008
77 H -0.6008 0.0294 -2.3713
78 H -4.3231 -1.9459 -3.9637
79 H -4.6471 -2.7130 -2.4203
80 H -3.2239 -3.1567 -3.3335
81 H -0.7073 -4.6160 1.8468
82 H 0.5145 -4.2098 0.6703
83 H -0.1749 -5.8244 0.6779
84 H -3.6191 -4.9998 1.0485
85 H -3.1384 -6.2486 -0.0865
86 H -4.1325 -4.9033 -0.6233
87 H -0.4120 -4.1123 -2.4942
88 H -1.9843 -4.8189 -2.8107
89 H -0.7381 -5.7709 -2.0244
90 H -4.8803 0.6815 1.4304
91 H -3.4549 0.6450 2.4520
92 H -4.9856 0.0631 3.0689
93 H -5.8991 -1.7852 0.0257
94 H -6.3346 -2.2968 1.6571
95 H -5.4494 -3.3768 0.5992
96 H -2.5297 -2.3174 3.5125
97 H -3.3413 -3.7028 2.8294
98 H -4.2342 -2.5924 3.8624

***

Entry 3:
Here is 2 unconnected molecules or ions with the total composition C30H53FN2O2 in a non-equilibrium geometry from OMol25. Energies are from ωB97M-V/def2-TZVPD.

## Properties
* LUMO: -0.94 eV
* highest occupied orbital energy: -6.97 eV
* Kohn-Sham gap: 6.030 eV
* total charge: 0

Positions of all 88 atoms, in Å:
1 C -0.3091 -2.3263 3.9549
2 C 0.6289 -3.5647 3.4874
3 C 2.1416 -3.1051 3.1910
4 C 2.2399 -1.9218 2.0694
5 C 2.4367 -2.6334 0.6455
6 C 1.7918 -1.8352 -0.5903
7 C 0.8070 -2.5696 -1.5721
8 N 0.2035 -1.9578 -2.7157
9 C -0.7032 -2.6160 -3.7014
10 C -1.3061 -4.0241 -3.2342
11 C -2.6556 -3.7328 -2.4147
12 C -3.2439 -5.0103 -1.6176
13 O -3.4499 -4.5955 -0.2357
14 C -2.2245 -4.7194 0.4819
15 C -1.5714 -6.1564 0.7777
16 O -1.6928 -3.6552 0.9033
17 C 0.4903 -0.5484 -2.9639
18 C 1.4331 0.3133 -2.1010
19 N 1.6250 1.7076 -2.4991
20 C 0.3729 2.5174 -2.4348
21 C 0.2547 3.5315 -3.7107
22 C -1.1881 3.3418 -4.4417
23 C -2.4063 3.6737 -3.4157
24 C 2.1596 -0.3337 -0.8546
25 C 3.1732 0.5287 0.0206
26 C 2.4503 1.8403 0.6234
27 C 1.9330 1.6885 2.1362
28 C 0.3127 1.4989 2.2170
29 C 2.2156 3.1311 2.8532
30 C 1.3714 4.3265 2.1845
31 C 0.0738 4.7272 3.0688
32 C -1.2220 4.9313 2.5320
33 C -2.2525 5.8684 3.3670
34 C -1.8022 4.2914 1.1900
35 H -0.9891 -2.7352 4.7874
36 H 0.3218 -1.4987 4.4603
37 H -0.8953 -1.8894 3.0715
38 H 0.6867 -4.2624 4.4102
39 H 0.1858 -4.1732 2.6302
40 H 2.8372 -3.9920 2.9276
41 H 2.5357 -2.6236 4.1683
42 H 1.3420 -1.2200 2.0886
43 H 3.1545 -1.2933 2.3992
44 H 3.5424 -2.8880 0.4175
45 H 1.8920 -3.6493 0.6952
46 H 0.5888 -3.6570 -1.3170
47 H -1.6035 -1.9024 -3.8394
48 H -0.1876 -2.6448 -4.7424
49 H -1.6280 -4.5695 -4.2030
50 H -0.5673 -4.7217 -2.7157
51 H -3.4599 -3.4637 -3.2043
52 H -2.5858 -2.7921 -1.7447
53 H -4.2808 -5.2904 -2.0452
54 H -2.5586 -5.9129 -1.7514
55 H -0.5000 -5.9515 1.1339
56 H -2.1903 -6.7783 1.5049
57 H -1.4554 -6.8000 -0.1769
58 H -0.0179 -0.0468 -3.8659
59 H 2.4186 2.1539 -2.0252
60 H 0.3774 3.1951 -1.4983
61 H -0.5878 1.8953 -2.3602
62 H 0.2903 4.6224 -3.3298
63 H 1.1198 3.3653 -4.4567
64 H -1.2946 2.2598 -4.8383
65 H -1.2921 4.0565 -5.3334
66 H -2.6312 2.6855 -2.8647
67 H -2.0696 4.4264 -2.6246
68 H -3.3743 3.9593 -3.9538
69 H 3.7568 -0.0738 0.8017
70 H 3.9764 0.9245 -0.7160
71 H 3.2248 2.7009 0.5834
72 H 1.5623 2.2048 -0.0055
73 H 2.4033 0.8338 2.7270
74 H -0.0141 0.4169 2.0570
75 H -0.1477 2.1204 1.3769
76 H 0.0099 1.8272 3.2661
77 H 2.1301 3.0736 3.9968
78 H 3.3292 3.3564 2.6230
79 H 0.9471 4.0701 1.1418
80 H 2.0851 5.2091 2.0261
81 H 0.2693 4.7977 4.2015
82 H -3.2132 5.2510 3.5224
83 H -2.5279 6.7625 2.6973
84 H -1.8338 6.1719 4.3834
85 H -1.0387 4.1434 0.3552
86 H -2.7344 4.8634 0.8219
87 H -2.1934 3.2372 1.4712
88 F 0.7979 -2.3664 -6.3355